{"formula": "C40H80O45S6", "method": "ωB97M-V with the def2-TZVPD basis set", "homo_lumo_gap_ev": 10.1, "e_lumo_ha": 0.00190, "homo_ev": -10.084, "max_force_ev_per_a": 5.61, "total_charge": 0, "elements": ["C", "C", "O", "C", "O", "O", "C", "H", "H", "H", "H", "H", "H", "H", "H", "C", "C", "O", "C", "O", "O", "C", "H", "H", "H", "H", "H", "H", "H", "H", "C", "C", "O", "C", "O", "O", "C", "H", "H", "H", "H", "H", "H", "H", "H", "C", "C", "O", "C", "O", "O", "C", "H", "H", "H", "H", "H", "H", "H", "H", "C", "C", "O", "C", "O", "O", "C", "H", "H", "H", "H", "H", "H", "H", "H", "C", "C", "O", "C", "O", "O", "C", "H", "H", "H", "H", "H", "H", "H", "H", "C", "C", "O", "C", "O", "O", "C", "H", "H", "H", "H", "H", "H", "H", "H", "C", "C", "O", "S", "O", "O", "O", "H", "H", "H", "H", "C", "C", "O", "S", "O", "O", "O", "H", "H", "H", "H", "C", "C", "O", "S", "O", "O", "O", "H", "H", "H", "H", "C", "C", "O", "S", "O", "O", "O", "H", "H", "H", "H", "C", "C", "O", "S", "O", "O", "O", "H", "H", "H", "H", "C", "C", "O", "S", "O", "O", "O", "H", "H", "H", "H"], "xyz": [[-1.9220, 5.8193, -9.2168], [-0.5337, 6.0671, -8.7232], [-0.1506, 5.0522, -7.7466], [0.3812, 5.4444, -6.5483], [0.7553, 6.6210, -6.1502], [0.6598, 4.3919, -5.8118], [1.6085, 4.4143, -4.7009], [-2.1046, 6.6470, -9.9021], [-2.7383, 6.1375, -8.5684], [-2.0625, 4.8479, -9.6909], [-0.4979, 7.0597, -8.2744], [0.1682, 5.9646, -9.5508], [2.6946, 4.4592, -4.7820], [1.4455, 3.5685, -4.0331], [1.4807, 5.2997, -4.0781], [2.6448, -2.4739, -3.8686], [3.4969, -2.7983, -4.9929], [3.2247, -4.2022, -5.3126], [4.2264, -5.0460, -5.2960], [5.3612, -4.8949, -4.7981], [3.6682, -6.2173, -5.6615], [4.4909, -7.4343, -5.5040], [1.6152, -2.2861, -4.1733], [2.9628, -1.5708, -3.3476], [2.6614, -3.3517, -3.2228], [4.5450, -2.7176, -4.7045], [3.3462, -2.2421, -5.9181], [3.7979, -8.2649, -5.6373], [5.1139, -7.4905, -4.6113], [5.2590, -7.6120, -6.2567], [-0.0684, -2.5675, 1.8236], [-0.5573, -1.4589, 0.8738], [-0.2287, -0.2045, 1.5369], [-0.0731, 0.8531, 0.7885], [-0.2882, 1.0199, -0.4423], [0.4260, 1.8318, 1.6080], [0.1670, 3.2351, 1.2589], [-0.5493, -2.3983, 2.7871], [1.0037, -2.4437, 1.9763], [-0.3093, -3.5624, 1.4492], [-1.6403, -1.5671, 0.8143], [-0.1205, -1.4127, -0.1238], [-0.9109, 3.3078, 1.4032], [0.5211, 3.4557, 0.2519], [0.7227, 3.8495, 1.9674], [-3.5185, 15.0517, -1.2518], [-3.6496, 14.2884, 0.0384], [-2.3301, 13.7989, 0.2786], [-2.1427, 12.9384, 1.3184], [-2.8407, 12.8623, 2.3771], [-0.9468, 12.3512, 1.1415], [-0.6174, 11.2874, 1.9836], [-3.3961, 14.4408, -2.1462], [-2.7231, 15.7945, -1.1902], [-4.3413, 15.7234, -1.4966], [-4.4991, 13.6128, -0.0623], [-3.9753, 14.9926, 0.8039], [0.4702, 11.2150, 1.9794], [-0.9764, 10.2854, 1.7491], [-0.9143, 11.5103, 3.0084], [-9.3853, 3.8915, -6.3144], [-8.7379, 4.6586, -5.1158], [-7.8952, 3.8264, -4.2894], [-6.8284, 3.1188, -4.8215], [-6.5009, 2.9853, -5.9748], [-6.2515, 2.5481, -3.7941], [-5.0070, 1.7979, -3.9465], [-9.7490, 4.5097, -7.1352], [-10.2863, 3.3986, -5.9491], [-8.8216, 3.0413, -6.6983], [-9.5146, 5.1725, -4.5494], [-7.9888, 5.3660, -5.4714], [-4.2291, 2.5087, -4.2253], [-5.1691, 1.0272, -4.7001], [-4.5074, 1.4227, -3.0534], [-2.8454, -11.8380, 7.3232], [-1.8386, -11.3217, 8.4056], [-0.9577, -10.3803, 7.9113], [-1.1486, -9.0215, 7.9663], [-2.1661, -8.4949, 8.4238], [-0.0770, -8.3684, 7.3466], [-0.1719, -7.0936, 6.6128], [-3.2532, -11.0040, 6.7521], [-3.6411, -12.3604, 7.8542], [-2.3621, -12.5331, 6.6366], [-1.3029, -12.1716, 8.8284], [-2.4505, -10.9160, 9.2113], [0.7385, -6.8891, 6.0494], [-0.4417, -6.2379, 7.2317], [-1.0062, -7.1472, 5.9134], [-2.1245, -9.8701, 1.6238], [-0.9384, -9.7808, 0.6363], [-0.3517, -11.0370, 0.4446], [0.2861, -11.0899, -0.7621], [0.3390, -10.1964, -1.6147], [1.0320, -12.2104, -0.8263], [1.1775, -13.0847, 0.2371], [-2.9132, -10.5130, 1.2330], [-2.6240, -8.9022, 1.6658], [-1.6724, -10.1901, 2.5626], [-0.1028, -9.1702, 0.9784], [-1.4335, -9.4870, -0.2893], [0.2933, -13.7187, 0.1709], [1.3596, -12.5431, 1.1653], [2.0809, -13.6040, -0.0830], [3.5849, 8.2773, 9.8134], [4.4438, 9.2200, 8.9357], [3.9089, 9.1497, 7.6532], [3.5434, 7.5932, 7.3314], [4.7316, 6.7584, 7.1833], [2.5392, 7.5998, 6.2619], [2.9016, 7.4523, 8.8169], [2.8454, 8.8706, 10.3512], [4.2338, 7.6526, 10.4274], [5.4795, 8.8880, 8.8627], [4.4153, 10.2338, 9.3351], [3.8326, -6.6197, -0.2524], [5.1427, -7.5296, -0.5405], [5.7675, -7.5835, 0.6393], [4.7255, -8.0236, 1.8177], [5.2167, -7.4936, 3.0686], [4.2905, -9.4351, 1.7444], [3.5228, -7.1365, 1.1481], [2.9378, -6.6920, -0.8706], [4.1328, -5.5740, -0.1858], [5.8212, -6.9963, -1.2063], [4.9979, -8.5485, -0.8999], [-5.9162, -0.3181, 1.8175], [-7.0479, 0.2767, 2.7585], [-6.3344, 0.7743, 3.8334], [-5.1502, 1.7373, 3.2268], [-4.0594, 2.0586, 4.2191], [-5.6835, 2.9219, 2.4210], [-4.8242, 0.4920, 2.1972], [-6.3340, -0.4093, 0.8148], [-5.6848, -1.3454, 2.0988], [-7.6830, -0.5341, 3.1153], [-7.7447, 0.9861, 2.3122], [6.1826, 1.3183, 4.5448], [4.7619, 1.5731, 4.2975], [4.5955, 2.0231, 2.9511], [5.7514, 1.2916, 1.9463], [6.3823, 2.3221, 1.1291], [5.1973, 0.1369, 1.2597], [6.6756, 0.9293, 3.2682], [6.3557, 0.4806, 5.2204], [6.6944, 2.2166, 4.8900], [4.3258, 2.3242, 4.9562], [4.2166, 0.6308, 4.2441], [-1.1415, -6.4191, -4.5983], [-2.4713, -7.1546, -4.7614], [-3.3178, -6.0478, -4.3720], [-2.7685, -5.2353, -3.0656], [-3.1275, -5.9352, -1.8346], [-3.1116, -3.8367, -3.2580], [-1.1663, -5.5978, -3.4506], [-0.8782, -5.8181, -5.4687], [-0.2802, -7.0685, -4.4419], [-2.5218, -8.0062, -4.0829], [-2.5634, -7.4715, -5.8002], [6.1197, 7.0121, -1.4074], [5.4761, 6.8655, -0.0285], [4.7178, 8.1324, 0.0364], [4.2781, 8.7072, -1.4386], [5.0161, 9.9455, -1.8172], [2.8508, 8.5536, -1.6580], [5.0011, 7.3641, -2.1246], [6.5797, 6.0991, -1.7855], [6.8301, 7.8382, -1.3787], [6.2402, 6.5693, 0.6903], [4.6437, 6.1729, 0.0959]], "atomic_forces_ev_per_a": [[-0.667, 1.034, -0.462], [-0.048, -0.155, 0.797], [0.357, 0.753, 1.841], [2.760, 4.768, 0.928], [-2.257, -4.488, -2.497], [0.819, -1.785, 0.247], [-0.569, 1.198, 1.554], [0.346, -0.291, -1.047], [0.206, -0.973, 0.933], [-0.178, 0.191, 0.119], [0.441, -0.117, 0.057], [0.132, 0.148, 0.175], [0.003, -0.242, -1.854], [-0.639, -0.198, -0.602], [-0.713, 0.157, -0.179], [-1.555, 0.700, 1.117], [1.634, -0.873, -1.261], [0.114, 1.350, -0.724], [1.813, -1.067, 2.517], [-2.629, -0.270, -1.832], [1.829, -1.322, -0.110], [0.022, 0.103, -0.555], [-0.111, -0.194, 0.031], [0.172, -0.151, 0.121], [-0.078, 0.326, 0.419], [0.041, -0.101, -0.177], [-0.170, 0.054, 0.131], [-0.076, 0.219, 0.517], [-0.812, 0.376, 0.530], [-0.243, 0.818, -0.674], [0.216, 0.971, -0.441], [0.002, -0.316, 0.649], [-0.262, -1.002, -0.195], [0.226, 2.897, -2.822], [0.423, -0.979, 3.814], [-0.166, -0.240, -0.510], [-0.024, -1.393, 0.018], [-0.058, -0.184, -0.005], [0.047, -0.294, -0.036], [0.047, 0.097, -0.019], [-0.049, 0.430, -0.292], [-0.012, -0.344, 0.101], [0.111, 0.735, -0.345], [-0.347, -0.087, -0.010], [-0.152, -0.291, 0.083], [-0.006, 1.136, -0.857], [-0.728, 1.655, -0.441], [-0.397, -1.923, 1.034], [-1.273, 0.983, 3.419], [2.089, -0.041, -4.354], [-1.364, 0.318, -1.147], [1.119, -0.510, 1.834], [0.304, -0.209, 0.226], [0.511, -0.401, 0.024], [-0.654, -0.372, 0.416], [0.699, -1.006, 0.266], [0.392, -0.088, 0.383], [-0.022, 0.127, -0.135], [-0.551, 0.332, -0.648], [-0.113, 0.000, -0.020], [-0.714, -0.552, 1.026], [1.495, -0.601, -2.374], [0.180, -1.077, 0.170], [-1.058, 0.419, -0.389], [-0.330, 0.570, 0.381], [0.994, -0.874, 2.172], [0.228, 1.061, -1.247], [0.452, 0.312, 0.105], [-0.252, 0.057, 0.236], [0.534, 0.567, -0.046], [0.436, -0.386, 0.497], [-0.582, 0.585, -0.408], [-0.169, 0.061, -0.888], [0.296, 0.073, 0.124], [-1.495, -0.222, 0.647], [0.956, 0.265, 0.606], [-2.682, -0.719, 0.210], [2.388, 2.476, -0.933], [-1.870, 0.957, -0.443], [2.587, -0.967, -1.038], [-0.669, -1.011, 0.478], [-1.660, -0.445, 0.479], [-0.086, -0.016, 0.127], [-0.088, 0.007, -0.158], [-0.001, 0.044, -0.024], [0.427, 0.234, -0.198], [0.139, 0.299, 0.101], [0.112, -0.571, 0.473], [0.386, -0.241, 0.503], [0.064, -0.315, -0.192], [1.251, 0.078, -0.414], [-2.123, 0.777, 0.407], [0.365, -0.979, -1.725], [1.446, 0.852, -0.105], [-0.524, -2.422, 1.886], [-0.607, 2.685, -2.364], [0.260, -0.630, -0.015], [0.353, -0.511, 0.192], [0.413, 0.204, 0.413], [-0.842, -0.021, 0.340], [-0.540, 0.739, -0.141], [0.832, 0.550, -0.184], [0.223, -0.363, 0.982], [-0.325, -0.382, 0.120], [-0.144, -0.502, 0.582], [0.415, 0.078, -1.480], [0.872, -0.161, 1.095], [-0.274, -0.401, -1.796], [-0.584, 0.520, -1.133], [-1.888, 1.473, 0.590], [2.042, -0.172, 2.811], [-0.059, -0.845, -0.242], [-0.118, -0.561, 0.058], [-0.420, 0.023, 0.165], [0.107, -0.001, 0.367], [-0.087, 0.029, -0.443], [1.607, -1.888, 1.533], [-2.021, 1.368, -3.016], [1.333, -0.862, 4.183], [-1.224, -0.941, -0.275], [-0.768, -0.562, -1.929], [1.343, 3.156, -0.046], [0.331, 0.335, -0.356], [0.210, -0.579, 0.166], [0.027, -0.102, 0.287], [-0.186, -0.058, -0.229], [-0.705, 0.131, -0.354], [-2.243, 0.118, 1.931], [-0.623, -2.135, -1.199], [0.671, 2.526, 1.790], [0.406, 2.938, -0.886], [-3.790, -2.068, -3.326], [1.484, -4.364, 2.848], [2.248, 1.397, -1.021], [0.972, 1.093, -0.515], [0.176, 0.110, 0.322], [0.176, -0.021, 0.268], [0.550, 0.399, -0.232], [0.955, 0.195, -0.215], [-2.251, -0.628, -0.669], [1.574, 0.109, -1.999], [-0.910, 1.579, 0.869], [-0.910, -1.771, 1.681], [1.070, 1.491, 1.684], [0.573, -0.707, -2.241], [-0.027, 0.159, 0.026], [0.265, -0.070, -0.121], [-0.127, -0.243, -0.093], [-0.246, -0.069, 1.051], [1.769, -0.907, -0.714], [1.633, 1.309, 0.997], [-1.200, -0.005, 0.429], [0.175, -0.794, -0.405], [0.823, 1.352, -2.129], [0.864, -2.380, 0.406], [-2.287, 1.042, 1.326], [-0.426, 0.196, -0.097], [-0.156, -0.324, 0.002], [-0.426, 0.116, 0.077], [-0.711, 0.386, 0.158], [-0.120, -0.695, 1.715], [-0.340, -0.094, -0.783], [0.242, 1.529, 0.482], [1.443, -0.804, -0.836], [-2.108, -3.412, 1.416], [2.474, 0.633, 0.560], [-1.966, 2.084, -2.531], [-0.239, 0.099, -0.145], [0.333, -0.089, 0.009], [-0.211, 1.383, 0.815], [0.488, -0.682, -0.682]], "mulliken_charge": [-1.1237, -0.2048, -0.2787, 0.7807, -0.6316, -0.3112, -0.7494, 0.3696, 0.3430, 0.2815, 0.3128, 0.2663, 0.3189, 0.2964, 0.3304, -0.9788, -0.2616, -0.2862, 0.7938, -0.6232, -0.3081, -0.6427, 0.2795, 0.3583, 0.2335, 0.3342, 0.2896, 0.2833, 0.2274, 0.3084, -1.1596, -0.1716, -0.2564, 0.7806, -0.6142, -0.2759, -0.5979, 0.2972, 0.2984, 0.3887, 0.1869, 0.3665, 0.2757, 0.2966, 0.1903, -1.2505, -0.1330, -0.2239, 0.7047, -0.5876, -0.2858, -0.6828, 0.3027, 0.3196, 0.4056, 0.3141, 0.2570, 0.2442, 0.2838, 0.3319, -1.0224, -0.1996, -0.3159, 0.7015, -0.5605, -0.2863, -0.6416, 0.3163, 0.3014, 0.3221, 0.2775, 0.2853, 0.2690, 0.2858, 0.2678, -0.9921, -0.2766, -0.2852, 0.6413, -0.5512, -0.2815, -0.5947, 0.2928, 0.3298, 0.2811, 0.3047, 0.3207, 0.2440, 0.2907, 0.2762, -1.2287, -0.1375, -0.3372, 0.8169, -0.5753, -0.3429, -0.6229, 0.3243, 0.3791, 0.3222, 0.2796, 0.2808, 0.2858, 0.3032, 0.2518, -0.2177, -0.3456, -0.3155, 1.0980, -0.5345, -0.5145, -0.3045, 0.2992, 0.2399, 0.2826, 0.3125, -0.1686, -0.3641, -0.3164, 1.0575, -0.5263, -0.5171, -0.2847, 0.2802, 0.2397, 0.2891, 0.3027, -0.2438, -0.4455, -0.3151, 1.0556, -0.5044, -0.5294, -0.2332, 0.2998, 0.2998, 0.3290, 0.2833, -0.1870, -0.3485, -0.2959, 1.0501, -0.4986, -0.4838, -0.3511, 0.2490, 0.2735, 0.2935, 0.2973, -0.3768, -0.2247, -0.3279, 0.9979, -0.5097, -0.4994, -0.2049, 0.2711, 0.3059, 0.2612, 0.3086, -0.3774, -0.2553, -0.3139, 1.0707, -0.5159, -0.4749, -0.3347, 0.3370, 0.2917, 0.3218, 0.2508]}